[1]
Below is a cluster of 2 separate species, C2H7N2O2P in total in a non-equilibrium geometry, with properties calculated with ωB97M-V/def2-TZVPD.

CARTESIAN COORDINATES (ANGSTROEM)
H1 1.81788 3.48691 -0.45216
N1 1.55588 2.62979 -0.01562
P1 2.66725 1.91536 0.88617
H2 3.83086 2.90324 0.74031
N2 -2.46861 -1.06961 -0.69282
C1 -1.16025 -1.19860 -0.17040
O1 -1.20191 -2.32813 0.65809
C2 -0.11247 -0.39204 -0.27602
O2 1.11168 -0.61392 0.33621
H3 -2.54431 -0.33018 -1.35056
H4 -2.90522 -1.94928 -1.07296
H5 -1.73341 -2.00518 1.42704
H6 0.05680 0.45465 -0.87308
H7 1.08582 -1.50300 0.85580

Multiplicity = 1
Kohn-Sham gap = 7.55 eV
Net charge = 0

Here are the Löwdin charges for atoms 1 to 2, given in e: -0.0701, -0.3912

***

[2]
Below is a structure of composition C11H10BeN2O4 in a non-equilibrium geometry, with properties calculated with ωB97M-V/def2-TZVPD.

CARTESIAN COORDINATES (ANGSTROEM)
Be1 -0.11753 -0.70250 0.13076
C1 -1.29006 -1.73634 1.82029
O1 -1.84782 -1.85099 2.80514
C2 0.26293 -2.86604 -0.25373
O2 0.39672 -4.07677 -0.35375
C3 1.24980 -1.88869 0.37857
O3 2.38112 -1.93180 0.82489
C4 -0.81113 -2.04376 -0.91987
O4 -1.52744 -2.23307 -1.86274
C5 2.52862 -0.22134 -3.08466
H1 1.76474 0.36848 -3.59177
H2 3.25309 0.32562 -2.48050
C6 2.63559 -1.53953 -3.27022
H3 3.44054 -2.11526 -2.81140
H4 1.96260 -2.08274 -3.93455
N1 -1.81113 1.22279 -0.79774
C7 -1.38196 1.58183 0.43597
C8 -1.82733 2.72628 1.10192
C9 -1.29837 3.00584 2.35038
C10 -0.35730 2.14976 2.91671
C11 -0.00886 0.99074 2.26182
N2 -0.48049 0.73755 1.00281
H5 -1.39657 0.44400 -1.31175
H6 -2.42037 1.84963 -1.30696
H7 -2.52439 3.38107 0.56589
H8 -1.59091 3.90148 2.86889
H9 0.13260 2.35303 3.85771
H10 0.68330 0.25073 2.65790

Multiplicity = 1
Kohn-Sham gap (spin up / spin down) = 4.53 / 4.38 eV
Net charge = +2

Here are the Löwdin charges for atoms 1 to 2, given in e: 0.3261, 0.1582